Density functional theory data (ωB97M-V/def2-TZVPD) for a single C16H26N6O5S molecule.

Values from the calculation:
2S+1: 1
Kohn-Sham gap, Eh: 0.34651
Largest force on an atom, eV/A: 0.30
SMILES string: CS[C@]1(C(=O)NCCOCCN(C)C(=O)Cn2cnc(C(N)=O)n2)C[C@H](O)C1
Net charge: 0
DFT total energy, a.u.: -1728.23661
Energy relative to the best compared isomer or geometry (same formula, charge and spin), eV: 1.732

Cartesian coordinates (Å):
C (-1.645, 4.538, 4.311)
S (-0.084, 3.638, 4.362)
C (-0.696, 1.954, 4.640)
C (-1.799, 1.555, 3.669)
O (-2.815, 0.994, 4.041)
N (-1.544, 1.818, 2.365)
C (-2.392, 1.300, 1.312)
C (-2.067, -0.138, 0.970)
O (-0.749, -0.184, 0.461)
C (-0.308, -1.505, 0.216)
C (1.087, -1.451, -0.367)
N (1.130, -0.778, -1.659)
C (1.506, 0.626, -1.666)
C (0.830, -1.512, -2.754)
O (0.487, -2.680, -2.687)
C (0.910, -0.798, -4.106)
N (0.888, -1.735, -5.201)
C (-0.031, -2.656, -5.537)
N (0.360, -3.310, -6.605)
C (1.565, -2.739, -6.885)
C (2.413, -3.167, -8.042)
N (1.856, -4.179, -8.749)
O (3.479, -2.653, -8.301)
N (1.923, -1.784, -6.058)
C (0.519, 0.987, 4.727)
C (0.419, 1.039, 6.270)
O (1.369, 1.876, 6.893)
C (-0.993, 1.647, 6.127)
H (-1.401, 5.596, 4.236)
H (-2.231, 4.241, 3.444)
H (-2.218, 4.371, 5.222)
H (-0.653, 2.226, 2.132)
H (-3.429, 1.366, 1.641)
H (-2.267, 1.926, 0.428)
H (-2.151, -0.759, 1.870)
H (-2.778, -0.518, 0.225)
H (-0.292, -2.080, 1.151)
H (-0.982, -2.012, -0.484)
H (1.750, -0.911, 0.311)
H (1.460, -2.467, -0.487)
H (1.233, 1.105, -2.602)
H (0.971, 1.136, -0.867)
H (2.581, 0.749, -1.512)
H (0.074, -0.100, -4.191)
H (1.834, -0.237, -4.216)
H (-0.934, -2.818, -4.974)
H (0.974, -4.568, -8.463)
H (2.357, -4.550, -9.536)
H (0.274, 0.005, 4.318)
H (1.459, 1.338, 4.299)
H (0.483, 0.081, 6.781)
H (1.261, 2.770, 6.545)
H (-1.210, 2.499, 6.770)
H (-1.786, 0.907, 6.213)



Density functional theory data (ωB97M-V/def2-TZVPD) for 2 unconnected molecules or ions with the total composition C16H26NO3 in a non-equilibrium geometry.

Values from the calculation:
2S+1: 2
Kohn-Sham gap (alpha / beta), Eh: 0.35390 / 0.33884
Largest force on an atom, eV/A: 9.87
Net charge: 0
DFT total energy, a.u.: -905.35809

Cartesian coordinates (Å):
C (3.979, -2.610, -3.655)
C (2.571, -2.399, -3.768)
C (1.095, -1.711, -4.131)
C (-0.153, -2.762, -3.971)
C (-1.375, -1.678, -4.280)
O (-2.472, -1.818, -5.044)
O (-0.898, -0.507, -3.489)
C (0.532, -0.550, -3.072)
C (1.511, 0.715, -3.447)
H (5.145, -2.568, -3.403)
H (1.153, -1.363, -5.265)
H (-0.128, -3.705, -4.684)
H (-0.418, -3.154, -2.878)
H (0.796, -0.997, -2.017)
H (0.818, 1.572, -3.856)
H (2.156, 1.069, -2.514)
H (2.287, 0.482, -4.308)
C (-2.065, 2.292, 2.019)
C (-0.938, 1.573, 1.227)
C (-1.451, 0.199, 0.718)
C (-1.562, -0.852, 1.818)
C (-0.255, -0.979, 2.592)
C (0.276, 0.375, 3.132)
N (0.289, 1.453, 2.087)
O (1.381, 1.204, 1.235)
C (-0.580, 0.828, 4.344)
C (1.687, 0.130, 3.764)
C (-0.715, 2.500, -0.014)
H (-1.660, 3.082, 2.661)
H (-2.785, 2.776, 1.345)
H (-2.663, 1.616, 2.631)
H (-0.777, -0.186, -0.058)
H (-2.430, 0.316, 0.238)
H (-2.384, -0.611, 2.500)
H (-1.814, -1.821, 1.370)
H (-0.396, -1.687, 3.418)
H (0.494, -1.435, 1.929)
H (-0.297, 1.834, 4.673)
H (-0.434, 0.157, 5.201)
H (-1.652, 0.818, 4.155)
H (2.399, -0.307, 3.054)
H (1.625, -0.574, 4.603)
H (2.115, 1.063, 4.150)
H (-0.352, 3.489, 0.292)
H (-1.651, 2.649, -0.566)
H (-0.005, 2.080, -0.736)



Density functional theory data (ωB97M-V/def2-TZVPD) for a molecular structure, C16H26O3PdSiTe4.

Values from the calculation:
2S+1: 5
Kohn-Sham gap (alpha / beta), Eh: 0.21868 / 0.19789
Largest force on an atom, eV/A: 0.32
Net charge: 0
DFT total energy, a.u.: -2340.45187
Energy relative to the best compared isomer or geometry (same formula, charge and spin), eV: 0.146

Cartesian coordinates (Å):
Pd (-1.870, 1.014, -0.693)
Te (-3.494, -1.000, -0.674)
Te (-3.801, 0.695, -2.936)
Te (-3.213, 3.153, -1.868)
Te (-3.220, 2.956, 0.771)
O (-1.140, 1.061, 3.958)
C (-1.238, -0.249, 4.302)
C (-0.913, -0.679, 5.586)
C (-1.049, -2.009, 5.938)
C (-1.527, -2.933, 5.019)
C (-1.862, -2.505, 3.748)
C (-1.710, -1.175, 3.365)
C (-2.021, -0.780, 1.960)
O (-2.936, -1.495, 1.381)
O (-1.401, 0.147, 1.430)
H (-0.837, 1.562, 4.723)
H (-0.553, 0.045, 6.310)
H (-0.785, -2.322, 6.940)
H (-1.641, -3.973, 5.293)
H (-2.246, -3.202, 3.016)
C (1.363, 1.327, 0.368)
Si (0.537, 0.672, -1.196)
C (1.062, 1.790, -2.670)
C (0.128, 1.644, -3.874)
C (2.498, 1.501, -3.124)
C (1.003, 3.245, -2.183)
C (1.009, -1.178, -1.387)
C (0.541, -1.740, -2.731)
C (0.358, -2.000, -0.266)
C (2.528, -1.361, -1.250)
H (2.445, 1.424, 0.230)
H (1.174, 0.650, 1.203)
H (0.967, 2.304, 0.649)
H (0.073, 0.617, -4.240)
H (0.484, 2.275, -4.697)
H (-0.887, 1.960, -3.627)
H (2.589, 0.525, -3.604)
H (3.210, 1.543, -2.297)
H (2.802, 2.255, -3.859)
H (0.021, 3.500, -1.776)
H (1.206, 3.923, -3.019)
H (1.747, 3.443, -1.409)
H (-0.531, -1.578, -2.881)
H (0.725, -2.819, -2.770)
H (1.070, -1.287, -3.572)
H (-0.728, -2.023, -0.366)
H (0.596, -1.612, 0.726)
H (0.719, -3.033, -0.319)
H (3.095, -0.816, -2.003)
H (2.774, -2.424, -1.356)
H (2.879, -1.041, -0.266)



Density functional theory data (ωB97M-V/def2-TZVPD) for a molecular structure, C16H27BBr27IN6O3P in a non-equilibrium geometry.

Values from the calculation:
2S+1: 1
Kohn-Sham gap, Eh: 0.30186
Largest force on an atom, eV/A: 6.88
Net charge: +1
DFT total energy, a.u.: -71342.10571
Energy relative to the best compared isomer or geometry (same formula, charge and spin), eV: 3.306

Cartesian coordinates (Å):
C (1.074, -2.733, 0.594)
C (0.171, -1.761, -0.319)
I (0.786, -1.756, -2.410)
C (0.022, -0.269, 0.331)
N (0.028, 0.808, -0.655)
C (0.949, 1.660, -1.277)
N (2.261, 1.643, -1.088)
B (3.122, 0.753, -0.248)
O (3.637, 1.322, 0.996)
N (3.515, -0.618, -0.602)
C (4.373, -0.623, -1.845)
C (4.291, -1.303, 0.476)
N (0.412, 2.638, -2.205)
C (-0.983, 2.286, -2.147)
N (-1.167, 1.207, -1.232)
P (-2.798, 0.623, -1.049)
N (-3.758, 1.443, -2.020)
O (-2.892, -1.019, -1.515)
O (-3.393, 0.767, 0.552)
H (0.341, -3.201, 1.346)
H (1.469, -3.618, -0.015)
H (1.880, -2.185, 1.168)
H (-0.876, -2.228, -0.305)
H (0.816, -0.183, 1.155)
H (-0.968, -0.316, 0.915)
H (2.774, 2.371, -1.617)
H (4.337, 1.947, 0.691)
H (5.458, -0.418, -1.577)
H (4.338, -1.619, -2.391)
H (4.030, 0.194, -2.569)
H (3.793, -1.253, 1.492)
H (4.461, -2.382, 0.124)
H (5.301, -0.773, 0.555)
H (-1.740, 2.826, -2.784)
H (-4.495, 1.893, -1.449)
H (-3.843, -1.285, -1.385)
H (-4.161, 0.137, 0.560)
C (-7.082, -2.293, 0.180)
Br (-5.977, -1.051, -0.821)
Br (-6.241, -2.790, 1.850)
Br (-8.875, -1.609, 0.438)
H (-7.168, -3.198, -0.418)
C (8.422, 0.388, -3.636)
Br (8.832, 1.799, -2.373)
Br (8.162, -1.318, -2.752)
Br (6.920, 0.855, -4.774)
H (9.289, 0.279, -4.284)
C (-10.321, 0.788, -2.686)
Br (-8.441, 1.159, -2.385)
Br (-11.338, 0.843, -1.037)
Br (-11.077, 1.952, -4.038)
H (-10.387, -0.228, -3.067)
C (-1.781, -4.724, 2.918)
Br (-3.133, -5.935, 3.595)
Br (-2.560, -3.285, 1.876)
Br (-0.658, -4.025, 4.333)
H (-1.142, -5.300, 2.252)
C (-4.796, 2.291, 2.535)
Br (-4.527, 3.831, 3.681)
Br (-5.042, 0.664, 3.560)
Br (-6.241, 2.569, 1.273)
H (-3.886, 2.166, 1.953)
C (-0.280, -0.669, 6.725)
Br (0.023, 0.849, 7.890)
Br (-0.520, -2.314, 7.721)
Br (-1.743, -0.363, 5.488)
H (0.618, -0.792, 6.123)
C (13.053, 3.013, -1.028)
Br (12.169, 4.585, -1.740)
Br (12.394, 2.553, 0.736)
Br (12.945, 1.512, -2.249)
H (14.106, 3.261, -0.920)
C (-7.641, 6.058, 4.063)
Br (-8.830, 5.265, 5.372)
Br (-8.222, 5.694, 2.250)
Br (-7.391, 7.955, 4.372)
H (-6.671, 5.585, 4.186)
C (4.475, -4.233, -5.196)
Br (5.622, -5.559, -4.371)
Br (2.731, -4.157, -4.345)
Br (5.333, -2.496, -5.273)
H (4.309, -4.550, -6.223)